# 1
# C5H8Br3NO2

C5H8Br3NO2 as an isolated structure (ωB97M-V/def2-TZVPD, the OMol25 dataset).

Positions of all 19 atoms, in Å:
C (0.409, 0.672, 0.509)
H (1.267, 0.848, 2.339)
H (2.516, 0.195, 0.995)
Br (-2.901, -0.282, -0.273)
H (-0.067, 2.876, 0.595)
C (-1.562, -1.563, -0.161)
H (1.222, -1.353, -0.034)
H (0.778, 2.210, -0.897)
O (-1.815, -1.762, -2.378)
N (-1.453, -2.325, -1.300)
H (-0.834, 1.950, -0.638)
C (1.696, 0.863, 1.329)
C (0.055, 2.002, -0.114)
C (0.590, -0.449, -0.461)
H (-0.425, 0.387, 1.269)
H (2.114, 1.844, 1.308)
Br (-1.348, -2.500, 1.408)
O (-0.863, -3.393, -1.186)
Br (0.621, -0.219, -2.310)

Output
* relative energy (zero: lowest compared OMol25 entry of this formula, charge and spin): 70.48 kcal/mol
* electronic energy: -221020.7708 eV
* HOMO energy (spin up / spin down): -8.862 / -8.862 eV
* total charge: 0

The Löwdin scheme yields these atomic charges, measured in e: number 1, C, carries -0.54; number 2, H, carries 0.09; number 3, H, carries 0.09; number 4, Br, carries 0.82; number 5, H, carries 0.12; number 6, C, carries -1.25; number 7, H, carries 0.12; number 8, H, carries 0.06; number 9, O, carries -0.13; number 10, N, carries -0.57; number 11, H, carries 0.01; number 12, C, carries -0.06; number 13, C, carries -0.13; number 14, C, carries -0.52; number 15, H, carries 0.13; number 16, H, carries 0.06; number 17, Br, carries 0.81; number 18, O, carries -0.03; number 19, Br, carries 0.92


# 2
# C5H8BrClSi

C5H8BrClSi as an isolated structure (ωB97M-V/def2-TZVPD, the OMol25 dataset).

Positions of all 16 atoms, in Å:
H (0.006, -0.536, -3.376)
H (0.587, 2.705, 0.785)
H (2.329, 2.630, 0.796)
C (1.429, 2.100, 0.544)
Cl (0.320, 0.315, -5.154)
C (-0.075, -0.969, -2.370)
C (1.502, 0.928, -0.154)
H (0.232, -1.397, 2.140)
H (-0.827, -1.689, -2.236)
C (-0.738, -1.628, 1.641)
C (-1.076, -1.055, 0.557)
Br (1.729, -1.809, -2.460)
H (2.657, 0.824, -0.520)
H (-1.496, -2.261, 2.083)
H (-2.139, -1.407, 0.245)
Si (0.038, -0.191, -0.658)

Output
* relative energy (zero: lowest compared OMol25 entry of this formula, charge and spin): 93.63 kcal/mol
* electronic energy: -95752.4622 eV
* HOMO energy: -7.388 eV
* total charge: 0

The Löwdin scheme yields these atomic charges, measured in e: number 1, H, carries -0.23; number 2, H, carries 0.05; number 3, H, carries 0.05; number 4, C, carries -0.05; number 5, Cl, carries -0.46; number 6, C, carries -0.69; number 7, C, carries -0.24; number 8, H, carries 0.09; number 9, H, carries 0.00; number 10, C, carries -0.06; number 11, C, carries -0.28; number 12, Br, carries 0.62; number 13, H, carries 0.12; number 14, H, carries 0.08; number 15, H, carries 0.11; number 16, Si, carries 0.89


# 3
# C5H8BrF2KNO3S

C5H8BrF2KNO3S as an isolated structure (ωB97M-V/def2-TZVPD, the OMol25 dataset).

Positions of all 22 atoms, in Å:
K (2.820, -2.048, 2.248)
S (-2.499, 0.920, 0.617)
H (2.350, -0.615, -0.646)
C (-0.030, -2.070, -1.059)
C (2.280, -0.019, 0.359)
C (-0.079, 1.137, -0.514)
N (-1.023, 0.119, 0.085)
F (-2.039, 1.878, 2.006)
F (0.142, 0.953, -1.996)
C (-1.323, -1.033, -0.848)
H (3.381, 0.300, 0.682)
H (1.899, -0.741, 1.210)
C (1.340, 1.323, 0.315)
Br (0.425, -3.350, 0.438)
H (-2.146, -1.699, -0.296)
H (-0.633, 2.191, -0.428)
H (1.077, 1.607, 1.441)
O (0.699, -2.009, -2.204)
O (-3.205, 1.748, -0.486)
O (-3.580, -0.080, 1.166)
H (1.943, 2.200, -0.206)
H (-1.799, -0.712, -1.883)

Output
* electronic energy: -115572.7312 eV
* HOMO energy: -14.122 eV
* total charge: +1

The Löwdin scheme yields these atomic charges, measured in e: number 1, K, carries 0.88; number 2, S, carries 0.92; number 3, H, carries 0.10; number 4, C, carries -0.53; number 5, C, carries -0.18; number 6, C, carries -0.25; number 7, N, carries -0.20; number 8, F, carries -0.23; number 9, F, carries -0.05; number 10, C, carries -0.15; number 11, H, carries 0.10; number 12, H, carries -0.09; number 13, C, carries -0.12; number 14, Br, carries 0.67; number 15, H, carries 0.15; number 16, H, carries 0.16; number 17, H, carries 0.14; number 18, O, carries -0.04; number 19, O, carries -0.28; number 20, O, carries -0.32; number 21, H, carries 0.15; number 22, H, carries 0.17


# 4
# C5H8BrFS

A 2-piece molecular cluster, C5H8BrFS overall (ωB97M-V/def2-TZVPD, the OMol25 dataset).

Positions of all 16 atoms, in Å:
C (0.140, 0.124, 1.088)
C (0.066, -1.297, 1.595)
H (-0.778, 0.540, 0.765)
C (1.275, 0.704, 0.746)
H (0.151, 2.811, 0.209)
H (1.842, -0.211, -2.885)
H (-0.813, -1.490, 2.217)
H (-0.009, -2.084, 0.757)
H (0.965, -0.354, -5.231)
C (0.390, -0.732, -4.340)
Br (2.989, 0.094, 1.126)
C (0.931, -0.558, -3.094)
H (1.068, -1.532, 2.178)
F (0.342, -0.933, -1.965)
H (-0.714, -1.111, -4.451)
S (1.348, 2.407, 0.002)

Output
* relative energy (zero: lowest compared OMol25 entry of this formula, charge and spin): 27.37 kcal/mol
* electronic energy: -88907.4168 eV
* HOMO energy: -8.762 eV
* SMILES string: C/C=C(/S)Br.C=CF
* total charge: 0

The Löwdin scheme yields these atomic charges, measured in e: number 1, C, carries -0.31; number 2, C, carries -0.13; number 3, H, carries 0.09; number 4, C, carries -1.10; number 5, H, carries -0.19; number 6, H, carries 0.06; number 7, H, carries 0.06; number 8, H, carries 0.10; number 9, H, carries 0.06; number 10, C, carries 0.02; number 11, Br, carries 0.73; number 12, C, carries -0.23; number 13, H, carries 0.07; number 14, F, carries 0.01; number 15, H, carries 0.09; number 16, S, carries 0.68


# 5
# C5H8BrNO

One molecule with the formula C5H8BrNO (ωB97M-V/def2-TZVPD, the OMol25 dataset).

Positions of all 16 atoms, in Å:
C (-0.516, -1.479, -0.630)
H (-2.247, 0.636, -0.782)
H (-0.722, 1.079, -1.844)
H (0.339, -2.106, -0.356)
C (1.431, 0.618, 1.051)
N (1.592, 0.294, -0.194)
Br (3.213, 0.380, -1.152)
H (-0.768, -1.672, -1.715)
C (-0.448, -0.128, -0.104)
C (-0.013, 0.155, 1.277)
C (-1.150, 0.958, -0.792)
H (0.056, -0.624, 1.963)
H (-1.237, -1.967, 0.001)
H (-1.178, 1.961, -0.263)
O (2.239, 0.951, 1.869)
H (-0.591, 0.946, 1.670)

Output
* relative energy (zero: lowest compared OMol25 entry of this formula, charge and spin): 79.56 kcal/mol
* electronic energy: -78891.8733 eV
* HOMO energy: -8.745 eV
* total charge: 0

The Löwdin scheme yields these atomic charges, measured in e: number 1, C, carries -0.05; number 2, H, carries 0.12; number 3, H, carries 0.12; number 4, H, carries 0.10; number 5, C, carries -0.71; number 6, N, carries -0.40; number 7, Br, carries 0.61; number 8, H, carries 0.12; number 9, C, carries -0.31; number 10, C, carries -0.06; number 11, C, carries -0.05; number 12, H, carries 0.12; number 13, H, carries 0.09; number 14, H, carries 0.11; number 15, O, carries 0.05; number 16, H, carries 0.11


# 6
# C5H8BrNO

A 2-piece molecular cluster, C5H8BrNO overall (ωB97M-V/def2-TZVPD, the OMol25 dataset).

Positions of all 16 atoms, in Å:
H (-0.652, -2.412, 1.140)
C (2.186, 0.427, -0.801)
H (-0.366, 0.615, -1.084)
C (-0.576, 1.991, 0.708)
H (-0.867, 2.726, -0.052)
C (-0.227, 0.761, 0.105)
N (2.392, 2.417, 0.782)
C (-0.383, -1.674, 0.316)
H (1.991, 0.451, -1.941)
Br (3.201, -1.168, -0.403)
O (-0.494, -0.321, 0.887)
H (-1.367, 1.832, 1.417)
H (0.546, -1.945, -0.083)
H (0.314, 2.473, 1.232)
H (-1.113, -1.704, -0.463)
C (2.337, 1.610, -0.062)

Output
* relative energy (zero: lowest compared OMol25 entry of this formula, charge and spin): 114.78 kcal/mol
* electronic energy: -78890.3457 eV
* HOMO energy (spin up / spin down): -7.780 / -7.765 eV
* total charge: 0

The Löwdin scheme yields these atomic charges, measured in e: number 1, H, carries 0.12; number 2, C, carries -0.63; number 3, H, carries 0.17; number 4, C, carries -0.07; number 5, H, carries 0.10; number 6, C, carries -0.19; number 7, N, carries 0.11; number 8, C, carries -0.03; number 9, H, carries 0.07; number 10, Br, carries 0.62; number 11, O, carries -0.11; number 12, H, carries 0.10; number 13, H, carries 0.00; number 14, H, carries 0.09; number 15, H, carries 0.08; number 16, C, carries -0.43


# 7
# C5H8Cl2

A 2-piece molecular cluster, C5H8Cl2 overall (ωB97M-V/def2-TZVPD, the OMol25 dataset).

Positions of all 15 atoms, in Å:
H (-0.261, -2.670, 0.214)
C (0.038, -0.611, 0.135)
C (-0.341, -0.240, -1.229)
Cl (-2.334, 0.288, 0.418)
H (-0.102, 1.941, 1.447)
H (-0.684, 2.760, -0.137)
H (-1.102, -0.754, -1.597)
H (1.419, -2.150, 0.196)
H (0.890, 2.146, -0.236)
H (0.370, 0.141, -1.860)
C (0.450, -1.910, 0.588)
C (-0.136, 2.024, 0.315)
H (0.450, -1.927, 1.610)
Cl (2.653, 0.321, 0.324)
C (-0.682, 0.644, -0.062)

Output
* relative energy (zero: lowest compared OMol25 entry of this formula, charge and spin): 97.92 kcal/mol
* electronic energy: -30355.6355 eV
* HOMO energy: -9.191 eV
* total charge: 0

The Löwdin scheme yields these atomic charges, measured in e: number 1, H, carries 0.12; number 2, C, carries -0.22; number 3, C, carries -0.08; number 4, Cl, carries 0.74; number 5, H, carries 0.12; number 6, H, carries 0.04; number 7, H, carries 0.07; number 8, H, carries 0.07; number 9, H, carries 0.07; number 10, H, carries 0.10; number 11, C, carries -0.07; number 12, C, carries -0.08; number 13, H, carries 0.06; number 14, Cl, carries -0.14; number 15, C, carries -0.80


# 8
# C5H8Cl2CsF3NTe

C5H8Cl2CsF3NTe as an isolated structure (ωB97M-V/def2-TZVPD, the OMol25 dataset).

Positions of all 21 atoms, in Å:
H (-2.545, -0.535, 3.478)
H (2.378, -0.745, -2.957)
F (-0.859, 0.100, 4.757)
C (-1.783, 0.372, 3.829)
C (2.407, 0.251, -2.534)
H (2.016, 1.424, -4.962)
C (-3.160, -1.569, 3.152)
C (0.995, 1.781, -4.744)
H (1.032, 2.881, -4.798)
Cl (-2.095, -2.924, 3.142)
Te (0.430, 1.341, -2.779)
F (-1.099, 0.732, 2.677)
F (-2.463, 1.479, 4.230)
H (2.966, 0.866, -3.193)
N (3.034, -1.552, 1.196)
H (0.331, 1.277, -5.438)
H (-3.976, -1.762, 3.839)
Cs (-0.078, -1.697, 0.549)
H (2.684, 0.263, -1.459)
C (3.457, -0.682, 0.543)
Cl (-3.673, -1.303, 1.470)

Output
* electronic energy: -47841.4600 eV
* HOMO energy: -3.194 eV
* total charge: -1

The Löwdin scheme yields these atomic charges, measured in e: number 1, H, carries -0.12; number 2, H, carries 0.00; number 3, F, carries 0.06; number 4, C, carries -0.54; number 5, C, carries -0.37; number 6, H, carries 0.00; number 7, C, carries -1.13; number 8, C, carries -0.55; number 9, H, carries -0.01; number 10, Cl, carries 0.41; number 11, Te, carries 1.00; number 12, F, carries -0.04; number 13, F, carries 0.03; number 14, H, carries -0.05; number 15, N, carries -0.29; number 16, H, carries -0.02; number 17, H, carries 0.01; number 18, Cs, carries 0.71; number 19, H, carries -0.08; number 20, C, carries -0.43; number 21, Cl, carries 0.39


# 9
# C5H8Cl2FNO2S

A 2-piece molecular cluster, C5H8Cl2FNO2S overall (ωB97M-V/def2-TZVPD, the OMol25 dataset).

Positions of all 20 atoms, in Å:
O (0.442, 4.554, 2.577)
F (-0.436, -4.323, -0.635)
H (1.454, -0.138, 0.336)
S (-1.598, 4.611, 0.978)
C (-0.298, 2.369, 1.866)
C (-0.440, 3.886, 1.845)
C (0.450, -2.771, -2.193)
H (-0.015, 0.956, -0.123)
H (1.258, -3.485, -2.379)
O (0.979, -1.863, -1.238)
N (0.151, -0.762, -1.148)
H (-1.059, 1.914, 1.246)
H (-1.205, -4.105, -2.493)
H (1.058, 3.950, 3.026)
H (-1.525, -2.774, -1.344)
C (0.561, 0.050, -0.262)
H (0.212, -2.240, -3.123)
C (-0.776, -3.495, -1.690)
Cl (1.297, 1.902, 1.228)
Cl (-0.510, 1.765, 3.527)

Output
* electronic energy: -49493.7326 eV
* HOMO energy: -9.496 eV
* SMILES string: OC(=S)C(Cl)Cl.C=NOCCF
* total charge: 0

The Löwdin scheme yields these atomic charges, measured in e: number 1, O, carries -0.02; number 2, F, carries -0.05; number 3, H, carries 0.04; number 4, S, carries 0.78; number 5, C, carries -1.04; number 6, C, carries -1.01; number 7, C, carries -0.19; number 8, H, carries 0.00; number 9, H, carries 0.13; number 10, O, carries -0.15; number 11, N, carries 0.00; number 12, H, carries 0.04; number 13, H, carries 0.12; number 14, H, carries 0.09; number 15, H, carries 0.11; number 16, C, carries -0.15; number 17, H, carries 0.12; number 18, C, carries -0.20; number 19, Cl, carries 0.71; number 20, Cl, carries 0.63


# 10
# C5H8Cl2N2

One molecule with the formula C5H8Cl2N2 (ωB97M-V/def2-TZVPD, the OMol25 dataset).

Positions of all 17 atoms, in Å:
H (0.969, -1.445, 1.938)
H (0.576, -2.338, -1.305)
C (-0.215, 1.092, 0.223)
H (-1.439, -0.133, -1.071)
C (0.521, 0.499, 1.355)
H (-1.239, -2.473, -1.141)
C (0.478, -0.841, 1.200)
C (-0.242, -2.395, -0.692)
Cl (1.947, 1.814, -1.346)
H (0.804, 3.077, 0.035)
N (-0.505, -0.062, -0.651)
Cl (-1.953, 1.756, 0.884)
H (-0.378, 2.506, -1.142)
C (0.396, 2.236, -0.504)
N (-0.229, -1.191, 0.088)
H (0.815, 1.043, 2.175)
H (-0.305, -3.146, -0.045)

Output
* relative energy (zero: lowest compared OMol25 entry of this formula, charge and spin): 54.65 kcal/mol
* electronic energy: -33337.5398 eV
* HOMO energy: -7.709 eV
* SMILES string: CN1C=C[C@@](Cl)(CCl)N1
* total charge: 0

The Löwdin scheme yields these atomic charges, measured in e: number 1, H, carries 0.13; number 2, H, carries 0.07; number 3, C, carries -0.74; number 4, H, carries 0.14; number 5, C, carries -0.11; number 6, H, carries 0.11; number 7, C, carries -0.06; number 8, C, carries 0.00; number 9, Cl, carries 0.54; number 10, H, carries 0.07; number 11, N, carries 0.02; number 12, Cl, carries 0.43; number 13, H, carries 0.04; number 14, C, carries -0.56; number 15, N, carries -0.20; number 16, H, carries 0.08; number 17, H, carries 0.05